--- A ---
The following is a quantum chemistry calculation of 2 unconnected molecules or ions with the total composition C4H8NS, from the OMol25 dataset.

Each line ends with the natural charge from an NBO analysis.
CARTESIAN COORDINATES (ANGSTROEM)
S (1.693, -1.298, -0.215)  0.217
N (0.009, 0.342, 1.644)  -0.858
C (-2.007, -1.702, -0.815)  0.014
C (0.383, 0.974, -1.075)  -0.701
C (-0.979, -1.097, -0.584)  -0.195
C (0.214, -0.313, -0.338)  0.094
H (1.388, 1.518, -0.826)  0.247
H (-0.515, -0.425, 2.078)  0.411
H (-0.340, 1.876, -0.929)  0.270
H (-0.518, 1.237, 1.717)  0.416
H (0.775, 0.360, 2.197)  0.393
H (0.565, 0.725, -2.080)  0.279
H (-3.030, -2.009, -0.968)  0.274
H (2.361, -0.186, 0.197)  0.138

## Properties
charge = +1
E_HOMO = -14.54 eV
lowest unoccupied orbital energy = -5.36 eV
2S+1 = 1



--- B ---
The following is a quantum chemistry calculation of a gas-phase ion, C4H8NS (charge +1), from the OMol25 dataset.

Each line ends with the natural charge from an NBO analysis.
CARTESIAN COORDINATES (ANGSTROEM)
S (0.906, 0.358, -1.997)  0.075
N (-1.018, -0.873, -0.488)  -0.656
C (-0.752, 1.535, -0.272)  -0.149
C (0.982, -0.034, 0.770)  -0.573
C (-1.444, 2.488, -0.103)  -0.054
C (-0.050, 0.312, -0.508)  -0.096
H (-0.442, -1.648, -0.467)  0.427
H (1.687, 0.706, 0.726)  0.246
H (-1.541, -0.967, 0.415)  0.458
H (-1.683, 3.488, -0.082)  0.252
H (0.282, -0.034, 1.609)  0.213
H (-1.466, -0.894, -1.321)  0.441
H (1.474, -0.955, 0.767)  0.226
H (0.481, 1.624, -2.375)  0.190

## Properties
charge = +1
E_HOMO = -14.21 eV
lowest unoccupied orbital energy = -3.69 eV
structure (SMILES) = C#C[C@@](C)([NH3+])S
2S+1 = 1



Which of them is the most stable? Correct choice: B.



--- A ---
The following is a quantum chemistry calculation of a molecular structure, C4H8NS, from the OMol25 dataset.

Each line ends with the natural charge from an NBO analysis.
CARTESIAN COORDINATES (ANGSTROEM)
S (0.005, -1.471, 1.647)  0.315
N (0.239, 0.140, -0.545)  -0.258
C (-0.771, 0.139, 1.823)  -0.515
C (-0.214, 1.210, -1.107)  0.122
C (0.402, 0.054, 0.885)  -0.248
C (0.514, -1.170, -1.256)  -0.403
H (-0.340, -1.711, -1.446)  0.246
H (1.283, 1.008, 1.482)  0.284
H (-0.864, 0.646, 2.890)  0.282
H (1.185, -1.729, -0.630)  0.247
H (-0.264, 1.280, -2.178)  0.232
H (-1.624, 0.446, 1.226)  0.218
H (-0.429, 2.137, -0.538)  0.240
H (0.876, -0.980, -2.253)  0.239

## Properties
charge = +1
E_HOMO = -13.75 eV
lowest unoccupied orbital energy = -5.46 eV
2S+1 = 1



--- B ---
The following is a quantum chemistry calculation of a gas-phase ion, C4H8NS (charge +1), from the OMol25 dataset.

Each line ends with the natural charge from an NBO analysis.
CARTESIAN COORDINATES (ANGSTROEM)
S (-2.210, -0.115, -0.055)  0.073
N (0.063, -0.299, 1.354)  -0.728
C (-0.144, 2.906, 0.000)  -0.085
C (-0.257, 1.701, -0.053)  -0.138
C (-0.403, 0.232, -0.004)  -0.046
C (0.435, -0.440, -1.072)  -0.639
H (0.946, -0.858, 1.234)  0.455
H (0.074, 0.363, 2.183)  0.472
H (1.463, -0.350, -1.046)  0.248
H (0.357, -1.481, -0.933)  0.220
H (-0.326, 3.925, 0.260)  0.268
H (0.174, 0.047, -1.943)  0.269
H (-1.795, -1.308, -0.808)  0.167
H (-0.682, -0.959, 1.745)  0.465

## Properties
charge = +1
E_HOMO = -14.18 eV
lowest unoccupied orbital energy = -3.79 eV
structure (SMILES) = C#C[C@@](C)([NH3+])S
2S+1 = 1



Which of them is the most stable? Correct choice: B.



--- A ---
The following is a quantum chemistry calculation of a molecular structure, C4H8NS, from the OMol25 dataset.

Each line ends with the natural charge from an NBO analysis.
CARTESIAN COORDINATES (ANGSTROEM)
S (-0.114, -2.255, -0.544)  0.324
N (-0.058, 0.245, 0.223)  -0.284
C (-0.257, 0.383, -1.037)  0.289
C (-0.003, -0.920, -1.807)  -0.605
C (-0.175, 1.303, 1.289)  -0.397
C (0.141, -1.032, 0.764)  -0.381
H (1.003, -0.755, -2.145)  0.259
H (1.183, -0.899, 1.093)  0.232
H (-0.468, -1.185, 1.665)  0.256
H (0.819, 1.189, 1.748)  0.232
H (-0.336, 1.765, -1.399)  0.297
H (-0.570, -1.047, -2.712)  0.286
H (-0.898, 0.946, 2.028)  0.248
H (-0.266, 2.261, 0.834)  0.242

## Properties
charge = +1
E_HOMO = -13.66 eV
lowest unoccupied orbital energy = -4.53 eV
2S+1 = 1



--- B ---
The following is a quantum chemistry calculation of a gas-phase ion, C4H8NS (charge +1), from the OMol25 dataset.

Each line ends with the natural charge from an NBO analysis.
CARTESIAN COORDINATES (ANGSTROEM)
S (-2.055, -0.734, -0.080)  0.012
N (0.174, -0.688, 1.212)  -0.713
C (0.327, 2.402, -0.187)  -0.071
C (-0.001, 1.249, -0.182)  -0.152
C (0.555, -0.874, -1.179)  -0.635
C (-0.249, -0.194, -0.106)  -0.046
H (0.654, -0.081, -2.054)  0.284
H (-2.431, 0.619, -0.003)  0.188
H (0.122, -1.894, -1.541)  0.268
H (0.571, -1.630, 1.279)  0.454
H (0.386, 3.481, -0.088)  0.275
H (-0.608, -0.589, 1.874)  0.469
H (1.542, -0.883, -0.626)  0.213
H (1.014, -0.183, 1.683)  0.456

## Properties
charge = +1
E_HOMO = -14.27 eV
lowest unoccupied orbital energy = -3.74 eV
structure (SMILES) = C#C[C@@](C)([NH3+])S
2S+1 = 1



Which of them is the most stable? Correct choice: A.



--- A ---
The following is a quantum chemistry calculation of a molecular structure, C5H14ClIO2OsP, from the OMol25 dataset.

Each line ends with the natural charge from an NBO analysis.
CARTESIAN COORDINATES (ANGSTROEM)
Os (-0.629, -0.292, 1.295)  0.730
I (-2.182, 1.496, 2.233)  0.798
Cl (1.426, 1.038, 2.102)  -0.128
P (0.452, 0.599, -0.756)  1.141
O (0.783, -1.641, 2.799)  -0.883
O (-0.451, -2.861, -0.372)  -0.210
C (0.051, -0.262, -2.376)  -0.932
C (-2.422, -1.190, 1.530)  -0.859
C (-0.520, -1.902, 0.279)  0.532
C (-0.232, 2.323, -1.034)  -0.906
C (2.278, 0.908, -1.103)  -0.891
H (2.769, 1.171, -0.156)  0.275
H (-1.329, 2.257, -0.974)  0.254
H (-0.020, 0.411, -3.253)  0.331
H (-1.876, -2.108, 1.862)  0.297
H (-3.244, -1.077, 2.268)  0.329
H (0.054, 2.790, -1.997)  0.327
H (1.435, -1.041, 3.212)  0.545
H (-2.900, -1.214, 0.540)  0.299
H (2.486, 1.724, -1.823)  0.328
H (-0.916, -0.775, -2.269)  0.251
H (0.821, -1.023, -2.601)  0.289
H (2.761, 0.000, -1.503)  0.286
H (1.270, -2.298, 2.311)  0.523
H (0.137, 2.964, -0.216)  0.273

## Properties
<S²> = 6.038
charge = +3
E_HOMO (alpha / beta) = -22.46 / -22.43 eV
lowest unoccupied orbital energy (alpha / beta) = -14.86 / -16.47 eV
2S+1 = 5



--- B ---
The following is a quantum chemistry calculation of a molecular structure, C5H14ClIO2OsP, from the OMol25 dataset.

Each line ends with the natural charge from an NBO analysis.
CARTESIAN COORDINATES (ANGSTROEM)
Os (0.576, -0.934, 0.412)  0.701
I (2.416, 0.704, 1.111)  0.652
Cl (2.056, -1.404, -1.398)  0.022
P (-0.620, 0.114, -1.130)  1.135
O (-1.675, -0.810, 2.428)  -0.160
O (1.229, -2.623, 1.619)  -0.912
C (-1.148, -1.011, -2.460)  -0.938
C (1.939, 1.470, 3.087)  -0.658
C (0.166, 1.575, -1.901)  -0.928
C (-2.250, 0.734, -0.609)  -0.955
C (-0.806, -0.862, 1.628)  0.479
H (-2.665, 1.407, -1.374)  0.316
H (2.884, 1.855, 3.459)  0.298
H (-0.312, -1.645, -2.775)  0.273
H (1.562, 0.679, 3.728)  0.268
H (1.215, 2.268, 2.951)  0.275
H (1.084, 1.271, -2.432)  0.281
H (-0.532, 2.040, -2.621)  0.318
H (2.195, -2.725, 1.538)  0.551
H (0.832, -3.489, 1.401)  0.563
H (-2.923, -0.126, -0.481)  0.280
H (-2.168, 1.274, 0.344)  0.262
H (0.427, 2.319, -1.127)  0.272
H (-1.520, -0.442, -3.323)  0.319
H (-1.962, -1.640, -2.073)  0.286

## Properties
<S²> = 6.029
charge = +3
E_HOMO (alpha / beta) = -21.43 / -22.46 eV
lowest unoccupied orbital energy (alpha / beta) = -12.44 / -16.69 eV
2S+1 = 5



Which of them is the most stable? Correct choice: B.